A cluster of 18 separate species, C98H112B6Cl2F30N16O6S2 in total at a distorted geometry. Source: OMol25; level of theory: the ωB97M-V functional and the def2-TZVPD basis.

Last columns: bonded neighbours and bond lengths (Å).
Positions of all 272 atoms, in Å:
1 N 30.062 16.947 32.212  C127 1.457, C203 1.329, C249 1.311
2 C 16.165 16.969 30.400  C37 1.419, C61 1.349, H185 1.051
3 Cl 22.846 12.036 29.187  no bonds
4 H 21.564 21.757 26.138  C194 1.094
5 H 26.121 13.804 23.566  C267 1.088
6 C 19.457 15.470 27.648  H87 1.122, C182 1.346, C226 1.424
7 F 30.081 18.824 34.722  C235 1.311
8 C 36.338 20.049 22.617  C38 1.381, N234 1.323, H237 1.119
9 N 36.154 13.961 34.156  C138 1.472, C180 1.399, C256 1.319
10 N 13.496 13.207 32.910  C168 1.472, C181 1.346, C188 1.329
11 F 22.752 15.892 33.404  B198 1.403
12 H 21.966 21.544 29.429  C99 1.089
13 S 27.864 19.592 33.593  O17 1.436, O79 1.434, O102 1.449, C235 1.909
14 F 21.089 19.503 29.942  B21 1.483
15 C 20.161 16.126 18.277  N19 1.334, H26 1.088, C156 1.397
16 H 25.688 12.307 22.766  C267 1.047
17 O 28.639 19.469 32.391  S13 1.436
18 C 15.929 6.984 28.077  N88 1.504, H143 1.064, H183 1.074, H192 1.102
19 N 20.595 17.169 17.567  C15 1.334, C24 1.466, C42 1.365
20 H 12.499 12.309 34.449  C168 1.070
21 B 19.698 19.152 29.567  F14 1.483, F55 1.460, F148 1.424, F174 1.440
22 H 25.527 17.833 45.278  C151 1.119
23 C 22.622 16.113 30.511  C64 1.370, N81 1.385, H112 1.052
24 C 19.703 17.963 16.716  N19 1.466, H49 1.096, H153 1.078, H233 1.095
25 C 18.288 8.611 30.393  C75 1.396, C197 1.364, H201 1.060
26 H 19.159 15.747 18.086  C15 1.088
27 H 19.887 10.948 30.926  C239 1.065
28 H 28.889 16.197 30.782  C127 1.049
29 C 26.492 22.674 30.881  H119 1.083, C122 1.393, C140 1.403
30 N 28.791 22.378 31.351  C122 1.335, C167 1.489, C210 1.348
31 H 27.735 16.411 36.851  C245 1.079
32 F 16.307 11.714 30.229  B56 1.454
33 H 13.402 19.566 30.163  C165 1.129
34 F 25.474 19.021 23.153  C39 1.357
35 H 22.032 13.342 26.943  C78 1.082
36 N 31.229 18.304 26.286  C135 1.364, C164 1.485, C199 1.336
37 C 14.940 16.740 31.080  C2 1.419, C47 1.397, C77 1.485
38 C 35.166 20.026 23.346  C8 1.381, C162 1.409, H250 1.075
39 C 26.559 18.656 23.883  F34 1.357, F98 1.321, F263 1.347, S266 1.851
40 F 18.477 12.518 29.849  B56 1.443
41 H 16.202 8.241 30.344  C197 1.084
42 C 21.871 17.628 17.716  N19 1.365, H90 1.097, C141 1.352
43 H 36.723 14.444 32.266  C180 1.013
44 H 37.711 12.493 33.509  C138 1.120
45 F 22.365 14.522 35.206  B198 1.429
46 H 24.946 16.806 28.212  C67 1.082
47 C 13.983 17.757 31.068  C37 1.397, H115 1.095, C165 1.344
48 C 15.666 20.348 28.867  H83 1.082, N134 1.533, H229 1.100, H253 1.114
49 H 19.713 19.012 17.032  C24 1.096
50 C 25.059 16.542 30.755  N81 1.489, H131 1.071, H244 1.087, H271 1.110
51 H 24.628 13.066 23.965  C267 1.050
52 O 26.840 17.427 26.214  S266 1.457
53 C 20.024 13.288 26.098  C78 1.365, H128 1.077, N139 1.324
54 C 24.080 21.186 26.931  C96 1.376, H202 1.089, N217 1.325
55 F 19.467 19.107 28.126  B21 1.460
56 B 17.174 12.352 29.251  F32 1.454, F40 1.443, F59 1.375, F121 1.430
57 H 22.031 11.748 31.968  C187 1.074
58 H 30.227 19.046 24.570  C135 1.111
59 F 17.202 11.590 28.107  B56 1.375
60 C 37.072 18.052 23.466  H93 1.090, N234 1.352, C252 1.416
61 C 16.387 18.136 29.762  C2 1.349, H82 1.078, N134 1.351
62 H 38.158 13.868 34.541  C138 1.102
63 H 31.263 18.172 31.066  C203 1.067
64 C 21.621 15.586 29.739  C23 1.370, C86 1.423, H159 1.074
65 F 32.179 20.029 30.910  B191 1.389
66 C 38.514 19.158 21.845  H166 1.057, H176 1.106, H195 1.068, N234 1.484
67 C 23.980 16.519 28.607  H46 1.082, N81 1.321, C177 1.400
68 F 32.274 14.414 28.913  B224 1.422
69 H 15.604 13.996 30.553  C129 1.051
70 H 21.706 19.873 26.456  C194 1.128
71 C 32.437 15.891 33.297  C74 1.411, C160 1.373, C248 1.467
72 C 25.486 16.269 40.808  C89 1.352, C246 1.404, C262 1.450
73 C 23.021 8.824 30.762  C84 1.355, H207 1.081, N211 1.374
74 C 32.394 16.779 32.202  C71 1.411, C203 1.365, H222 1.103
75 C 19.490 8.594 29.685  C25 1.396, C152 1.472, C163 1.370
76 H 26.181 21.186 26.940  C96 1.076
77 C 14.583 15.507 31.825  C37 1.485, C129 1.389, C189 1.430
78 C 21.042 13.772 26.868  H35 1.082, C53 1.365, C226 1.378
79 O 27.155 18.420 34.016  S13 1.434
80 C 18.333 7.564 27.888  N88 1.347, C163 1.412, H264 1.057
81 N 23.832 16.430 29.917  C23 1.385, C50 1.489, C67 1.321
82 H 17.350 18.260 29.294  C61 1.078
83 H 16.724 20.351 28.643  C48 1.082
84 C 21.858 8.279 30.331  C73 1.355, C152 1.384, H209 1.059
85 H 22.824 13.246 19.401  C221 1.065
86 C 21.852 15.540 28.336  C64 1.423, C177 1.393, C226 1.465
87 H 19.263 16.356 28.308  C6 1.122
88 N 17.184 7.634 28.589  C18 1.504, C80 1.347, C197 1.330
89 C 26.030 15.310 41.591  C72 1.352, C91 1.383, H247 1.074
90 H 22.160 18.493 17.108  C42 1.097
91 C 26.050 15.437 42.968  C89 1.383, N157 1.335, H241 1.110
92 H 33.158 14.508 35.457  C133 1.056
93 H 37.752 17.203 23.385  C60 1.090
94 H 24.099 21.717 30.652  C146 1.122
95 F 28.638 19.463 36.163  C235 1.311
96 C 25.303 21.367 27.535  C54 1.376, H76 1.076, C126 1.406
97 F 30.464 15.009 27.463  B224 1.387
98 F 26.988 19.701 24.568  C39 1.321
99 C 22.919 21.467 28.907  H12 1.089, C146 1.395, N217 1.333
100 C 23.182 15.255 20.265  C113 1.445, C221 1.402, C272 1.349
101 N 24.616 13.951 22.093  C104 1.321, C219 1.330, C267 1.495
102 O 27.072 20.805 33.644  S13 1.449
103 H 32.260 19.454 23.330  C200 1.090
104 C 24.581 15.269 22.173  N101 1.321, H228 1.051, C272 1.361
105 H 25.100 10.016 31.716  C116 1.063
106 H 32.365 17.661 27.880  C199 1.096
107 H 24.164 12.216 21.216  C219 1.046
108 C 25.888 15.893 35.170  N173 1.504, H231 1.066, H254 1.128, H257 1.117
109 H 24.620 16.224 45.487  C151 1.105
110 H 24.196 18.169 43.316  C130 1.123
111 C 26.759 16.427 38.776  H158 1.131, C245 1.390, C262 1.429
112 H 22.580 16.249 31.554  C23 1.052
113 C 22.376 15.925 19.271  C100 1.445, C141 1.382, C156 1.410
114 Cl 29.672 15.371 36.620  no bonds
115 H 13.035 17.668 31.610  C47 1.095
116 C 24.314 10.730 31.675  H105 1.063, H193 1.141, N211 1.468, H268 1.086
117 H 26.390 16.217 45.488  C151 1.139
118 H 29.988 21.325 30.146  C210 1.080
119 H 25.563 23.076 31.265  C29 1.083
120 H 17.484 15.071 26.959  C182 1.069
121 F 16.623 13.649 29.006  B56 1.430
122 C 27.598 22.859 31.707  C29 1.393, N30 1.335, H171 1.081
123 F 32.675 21.883 29.710  B191 1.387
124 C 33.602 18.693 24.902  C161 1.368, C162 1.495, C200 1.399
125 H 12.140 11.560 32.856  C168 1.094
126 C 25.375 21.685 28.903  C96 1.406, C140 1.493, C146 1.376
127 C 28.917 17.095 31.323  N1 1.457, H28 1.049, H144 1.071, H214 1.068
128 H 20.187 12.583 25.301  C53 1.077
129 C 14.975 14.261 31.353  H69 1.051, C77 1.389, C188 1.389
130 C 24.683 17.286 42.825  H110 1.123, N157 1.350, C246 1.384
131 H 25.414 15.567 31.017  C50 1.071
132 F 21.383 14.079 33.164  B198 1.411
133 C 33.944 14.597 34.756  H92 1.056, C248 1.379, C256 1.406
134 N 15.393 19.039 29.615  C48 1.533, C61 1.351, C165 1.353
135 C 31.214 18.795 25.013  N36 1.364, H58 1.111, C200 1.366
136 H 20.371 8.015 27.777  C163 1.058
137 H 13.703 11.324 33.690  C168 1.065
138 C 37.356 13.135 34.355  N9 1.472, H44 1.120, H62 1.102, H196 1.090
139 N 18.775 13.716 26.195  C53 1.324, C172 1.476, C182 1.347
140 C 26.618 21.946 29.688  C29 1.403, C126 1.493, C208 1.422
141 C 22.760 17.039 18.547  C42 1.352, C113 1.382, H258 1.104
142 C 24.569 15.717 37.283  N173 1.342, C259 1.371, H269 1.090
143 H 15.562 6.373 28.868  C18 1.064
144 H 27.992 17.211 31.849  C127 1.071
145 F 21.990 14.383 22.902  B220 1.439
146 C 24.151 21.659 29.532  H94 1.122, C99 1.395, C126 1.376
147 H 29.056 15.907 33.583  C249 1.090
148 F 18.729 20.071 30.062  B21 1.424
149 H 20.820 20.932 27.475  C194 1.059
150 H 29.875 23.282 32.944  C167 1.097
151 C 25.486 16.741 45.036  H22 1.119, H109 1.105, H117 1.139, N157 1.489
152 C 20.714 9.056 30.361  C75 1.472, C84 1.384, C239 1.365
153 H 19.872 17.933 15.651  C24 1.078
154 H 23.117 16.088 26.671  C177 1.067
155 F 29.758 20.885 35.079  C235 1.313
156 C 21.045 15.476 19.142  C15 1.397, C113 1.410, H215 1.102
157 N 25.403 16.430 43.582  C91 1.335, C130 1.350, C151 1.489
158 H 27.695 16.730 39.332  C111 1.131
159 H 20.666 15.260 30.105  C64 1.074
160 C 31.217 15.600 33.857  C71 1.373, H184 1.067, C249 1.412
161 C 33.627 18.358 26.228  C124 1.368, C199 1.403, H232 1.033
162 C 34.887 18.919 24.172  C38 1.409, C124 1.495, C252 1.432
163 C 19.521 8.133 28.395  C75 1.370, C80 1.412, H136 1.058
164 C 29.958 18.102 27.027  N36 1.485, H227 1.066, H238 1.045, H265 1.107
165 C 14.219 18.791 30.241  H33 1.129, C47 1.344, N134 1.353
166 H 39.128 18.316 22.022  C66 1.057
167 C 30.009 22.487 32.200  N30 1.489, H150 1.097, H179 1.118, H190 1.089
168 C 12.901 12.000 33.508  N10 1.472, H20 1.070, H125 1.094, H137 1.065
169 O 26.198 16.098 24.299  S266 1.449
170 H 28.094 20.877 28.434  C208 1.093
171 H 27.461 23.306 32.682  C122 1.081
172 C 17.662 13.146 25.413  N139 1.476, H186 1.117, H243 1.068, H270 1.060
173 N 25.721 16.010 36.660  C108 1.504, C142 1.342, C245 1.344
174 F 19.493 17.809 30.044  B21 1.440
175 F 31.091 16.256 29.360  B224 1.443
176 H 39.027 20.067 22.215  C66 1.106
177 C 22.976 16.097 27.729  C67 1.400, C86 1.393, H154 1.067
178 F 21.014 12.349 23.227  B220 1.401
179 H 30.871 22.718 31.526  C167 1.118
180 C 35.976 14.611 32.931  N9 1.399, H43 1.013, C205 1.360
181 C 13.209 14.416 33.429  N10 1.346, C189 1.375, H225 1.102
182 C 18.518 14.798 26.957  C6 1.346, H120 1.069, N139 1.347
183 H 16.046 6.456 27.149  C18 1.074
184 H 31.088 15.035 34.752  C160 1.067
185 H 16.988 16.325 30.512  C2 1.051
186 H 16.712 13.278 25.986  C172 1.117
187 C 21.959 10.801 31.468  H57 1.074, N211 1.318, C239 1.434
188 C 14.349 13.146 31.893  N10 1.329, C129 1.389, H204 1.087
189 C 13.640 15.607 32.896  C77 1.430, C181 1.375, H251 1.067
190 H 30.113 21.530 32.707  C167 1.089
191 B 32.584 20.500 29.667  F65 1.389, F123 1.387, F242 1.460, F255 1.450
192 H 15.132 7.732 27.933  C18 1.102
193 H 24.489 11.481 30.834  C116 1.141
194 C 21.672 20.931 26.846  H4 1.094, H70 1.128, H149 1.059, N217 1.497
195 H 38.296 19.286 20.808  C66 1.068
196 H 37.184 12.563 35.268  C138 1.090
197 C 17.145 8.135 29.820  C25 1.364, H41 1.084, N88 1.330
198 B 22.554 14.557 33.790  F11 1.403, F45 1.429, F132 1.411, F223 1.408
199 C 32.410 18.050 26.856  N36 1.336, H106 1.096, C161 1.403
200 C 32.369 18.985 24.308  H103 1.090, C124 1.399, C135 1.366
201 H 18.272 8.992 31.382  C25 1.060
202 H 24.032 20.654 25.982  C54 1.089
203 C 31.242 17.367 31.766  N1 1.329, H63 1.067, C74 1.365
204 H 14.563 12.142 31.536  C188 1.087
205 C 34.826 15.285 32.662  C180 1.360, H230 1.127, C248 1.418
206 H 23.428 15.407 39.079  C259 1.116
207 H 23.962 8.293 30.800  C73 1.081
208 C 27.919 21.523 29.298  C140 1.422, H170 1.093, C210 1.401
209 H 21.867 7.269 30.011  C84 1.059
210 C 28.966 21.668 30.218  N30 1.348, H118 1.080, C208 1.401
211 N 23.046 10.063 31.356  C73 1.374, C116 1.468, C187 1.318
212 F 19.863 14.258 23.723  B220 1.410
213 O 24.612 17.537 25.245  S266 1.407
214 H 29.095 17.850 30.590  C127 1.068
215 H 20.691 14.646 19.774  C156 1.102
216 F 20.276 13.783 21.500  B220 1.396
217 N 22.935 21.218 27.598  C54 1.325, C99 1.333, C194 1.497
218 H 35.359 13.383 35.896  C256 1.057
219 C 23.986 13.246 21.158  N101 1.330, H107 1.046, C221 1.383
220 B 20.751 13.659 22.807  F145 1.439, F178 1.401, F212 1.410, F216 1.396
221 C 23.240 13.858 20.166  H85 1.065, C100 1.402, C219 1.383
222 H 33.258 17.229 31.685  C74 1.103
223 F 23.682 13.821 33.378  B198 1.408
224 B 30.967 14.952 28.754  F68 1.422, F97 1.387, F175 1.443, F260 1.451
225 H 12.493 14.346 34.264  C181 1.102
226 C 20.775 14.942 27.543  C6 1.424, C78 1.378, C86 1.465
227 H 29.247 18.778 26.609  C164 1.066
228 H 25.102 15.794 22.920  C104 1.051
229 H 15.356 21.161 29.540  C48 1.100
230 H 34.706 15.941 31.754  C205 1.127
231 H 25.005 15.419 34.807  C108 1.066
232 H 34.538 18.393 26.713  C161 1.033
233 H 18.686 17.559 16.765  C24 1.095
234 N 37.257 19.099 22.632  C8 1.323, C60 1.352, C66 1.484
235 C 29.160 19.719 34.988  F7 1.311, S13 1.909, F95 1.311, F155 1.313
236 H 35.714 17.123 24.833  C252 1.007
237 H 36.605 20.969 22.037  C8 1.119
238 H 29.712 17.087 27.022  C164 1.045
239 C 20.732 10.299 30.922  H27 1.065, C152 1.365, C187 1.434
240 H 24.157 17.942 40.842  C246 1.068
241 H 26.549 14.658 43.582  C91 1.110
242 F 33.746 19.759 29.184  B191 1.460
243 H 17.735 12.080 25.382  C172 1.068
244 H 24.735 16.946 31.710  C50 1.087
245 C 26.810 16.297 37.394  H31 1.079, C111 1.390, N173 1.344
246 C 24.712 17.254 41.441  C72 1.404, C130 1.384, H240 1.068
247 H 26.723 14.605 41.170  C89 1.074
248 C 33.736 15.267 33.569  C71 1.467, C133 1.379, C205 1.418
249 C 30.065 16.148 33.250  N1 1.311, H147 1.090, C160 1.412
250 H 34.488 20.861 23.337  C38 1.075
251 H 13.505 16.519 33.434  C189 1.067
252 C 35.856 17.864 24.167  C60 1.416, C162 1.432, H236 1.007
253 H 15.008 20.316 27.968  C48 1.114
254 H 25.975 16.965 34.831  C108 1.128
255 F 31.500 20.189 28.756  B191 1.450
256 C 35.158 13.940 35.021  N9 1.319, C133 1.406, H218 1.057
257 H 26.744 15.201 34.983  C108 1.117
258 H 23.701 17.602 18.672  C141 1.104
259 C 24.377 15.796 38.638  C142 1.371, H206 1.116, C262 1.375
260 F 29.964 14.279 29.559  B224 1.451
261 H 23.881 16.964 21.273  C272 1.042
262 C 25.475 16.197 39.360  C72 1.450, C111 1.429, C259 1.375
263 F 27.497 18.262 22.999  C39 1.347
264 H 18.364 7.099 26.940  C80 1.057
265 H 30.228 18.289 28.084  C164 1.107
266 S 25.988 17.326 25.037  C39 1.851, O52 1.457, O169 1.449, O213 1.407
267 C 25.311 13.192 23.178  H5 1.088, H16 1.047, H51 1.050, N101 1.495
268 H 24.246 11.177 32.662  C116 1.086
269 H 23.759 15.375 36.640  C142 1.090
270 H 17.692 13.467 24.404  C172 1.060
271 H 25.820 17.174 30.252  C50 1.110
272 C 23.866 15.923 21.217  C100 1.349, C104 1.361, H261 1.042

Calculated values
2S+1   1
HOMO energy   -14.883 eV
Charge   +6
E_LUMO   -9.93 eV
Gap between HOMO and LUMO   5.0 eV
DFT total energy   -271852.046 eV